1.
{"formula": "C16H20N6O2S2", "method": "wB97M-V/def2-TZVPD", "multiplicity": 1, "lumo_energy_ev": 0.69, "smiles": "COc1ccc(Nc2nc(N)nc(CSC(=S)N3CCOCC3)n2)cc1", "max_force_ha_per_bohr": 0.0124, "symbols": ["C", "O", "C", "C", "C", "C", "N", "C", "N", "C", "N", "N", "C", "C", "S", "C", "S", "N", "C", "C", "O", "C", "C", "N", "C", "C", "H", "H", "H", "H", "H", "H", "H", "H", "H", "H", "H", "H", "H", "H", "H", "H", "H", "H", "H", "H"], "coordinates": [[5.5197, 4.4339, -0.5388], [6.1508, 3.2713, -0.0616], [5.4156, 2.1261, 0.0333], [6.0958, 1.0028, 0.5068], [5.4468, -0.2036, 0.6389], [4.0974, -0.3268, 0.3023], [3.5021, -1.5768, 0.4578], [2.2495, -2.0008, 0.1991], [2.0357, -3.2941, 0.4665], [0.8069, -3.7298, 0.2119], [0.5254, -5.0158, 0.4680], [-0.1856, -2.9748, -0.2821], [0.1372, -1.7151, -0.5032], [-0.9264, -0.8205, -1.0461], [-2.0673, -0.4041, 0.3067], [-3.5007, 0.1168, -0.6076], [-3.4782, 0.2215, -2.2500], [-4.5844, 0.3934, 0.1296], [-5.7723, 0.9874, -0.4493], [-5.8924, 2.4337, 0.0440], [-5.9216, 2.4894, 1.4524], [-4.7648, 1.9136, 2.0104], [-4.6152, 0.4490, 1.5741], [1.3214, -1.1690, -0.2862], [3.4197, 0.7914, -0.1663], [4.0718, 2.0053, -0.3000], [6.2854, 5.2081, -0.5336], [5.1483, 4.3003, -1.5602], [4.6931, 4.7393, 0.1112], [7.1380, 1.1037, 0.7645], [5.9878, -1.0642, 1.0063], [4.0994, -2.3104, 0.8169], [1.2500, -5.6223, 0.8036], [-0.3890, -5.3640, 0.2473], [-1.5157, -1.3304, -1.8086], [-0.4983, 0.1032, -1.4322], [-5.7012, 0.9559, -1.5364], [-6.6426, 0.4119, -0.1187], [-6.8250, 2.8817, -0.3005], [-5.0424, 3.0173, -0.3404], [-4.8779, 1.9833, 3.0930], [-3.8708, 2.4747, 1.6985], [-3.7099, 0.0155, 1.9949], [-5.4854, -0.1204, 1.9184], [2.3789, 0.7025, -0.4256], [3.5128, 2.8509, -0.6680]], "forces_ev_per_a": [[-0.09, 0.15, -0.06], [0.13, -0.25, 0.10], [-0.06, -0.13, 0.02], [-0.06, 0.22, -0.07], [-0.15, 0.05, -0.05], [0.06, 0.62, -0.14], [0.22, -0.50, 0.20], [-0.42, -0.44, -0.04], [0.18, -0.21, 0.11], [0.20, 0.44, -0.05], [-0.04, -0.23, 0.05], [-0.40, -0.14, -0.10], [0.09, -0.34, 0.17], [-0.34, 0.24, 0.04], [-0.09, -0.04, -0.04], [0.21, -0.17, -0.04], [0.02, 0.10, -0.59], [0.16, -0.02, 0.04], [-0.37, 0.46, -0.17], [-0.03, -0.26, -0.31], [-0.11, 0.07, 0.16], [0.15, -0.29, 0.10], [0.02, 0.30, 0.42], [0.33, 0.40, 0.01], [-0.05, -0.17, 0.04], [0.37, 0.29, 0.02], [-0.09, -0.02, -0.02], [0.00, 0.00, 0.04], [0.02, -0.02, -0.03], [0.13, 0.00, 0.03], [0.07, -0.09, 0.04], [-0.18, 0.10, -0.07], [-0.03, 0.00, -0.01], [0.02, -0.01, 0.01], [0.15, 0.05, 0.06], [-0.03, -0.16, -0.06], [-0.04, -0.03, 0.19], [0.03, 0.02, -0.02], [0.08, -0.02, -0.05], [-0.07, -0.03, 0.00], [0.08, -0.03, -0.04], [-0.04, -0.04, 0.04], [-0.11, -0.01, 0.07], [0.12, 0.00, 0.04], [0.04, 0.08, -0.01], [-0.03, 0.09, -0.03]]}

=====

2.
{"formula": "C4H12N2S2", "method": "wB97M-V/def2-TZVPD", "multiplicity": 1, "lumo_energy_ev": 0.79, "smiles": "NCCSSCCN", "max_force_ha_per_bohr": 0.0532, "symbols": ["N", "C", "C", "S", "S", "C", "C", "N", "H", "H", "H", "H", "H", "H", "H", "H", "H", "H", "H", "H"], "coordinates": [[2.5925, -1.6417, 1.9172], [2.5704, -0.2210, 1.4867], [1.8929, -0.0507, 0.1292], [0.3101, -1.0832, -0.0750], [-1.0995, -0.0801, 0.8055], [-1.5745, 1.2920, -0.3645], [-1.8458, 0.8429, -1.8757], [-2.0798, 2.0000, -2.6961], [1.7562, -2.0419, 2.3614], [2.9678, -2.3192, 1.2622], [2.1296, 0.4386, 2.2537], [3.6275, 0.0730, 1.4194], [1.4979, 0.9783, 0.0850], [2.4667, -0.2500, -0.7755], [-0.8638, 2.1325, -0.4569], [-2.5337, 1.5925, 0.0931], [-2.6340, 0.0513, -1.8991], [-1.0017, 0.1459, -2.0803], [-1.5691, 2.0184, -3.5838], [-3.0331, 2.2963, -2.7608]], "forces_ev_per_a": [[-0.06, 0.12, 1.12], [0.40, -1.82, -0.15], [-1.92, 0.79, 0.31], [2.33, -0.61, -1.00], [-1.28, 1.79, 0.31], [-0.82, -0.69, -1.16], [0.04, -1.70, 2.14], [1.40, -0.22, -0.54], [0.50, 0.75, -0.61], [-0.10, 0.51, -0.06], [-0.09, -0.61, -0.30], [-0.25, 0.16, -0.14], [0.33, -0.23, -0.39], [0.24, -0.16, 0.28], [-0.25, -0.44, 0.58], [0.49, 0.34, -0.18], [-0.16, 0.88, 0.18], [0.08, 1.28, -0.76], [-0.66, -0.04, 0.59], [-0.22, -0.10, -0.21]]}

=====

3.
{"formula": "CH4O3", "method": "wB97M-V/def2-TZVPD", "multiplicity": 1, "lumo_energy_ev": 0.80, "max_force_ha_per_bohr": 0.0228, "symbols": ["C", "O", "O", "O", "H", "H", "H", "H"], "coordinates": [[0.6700, 0.7262, 0.2213], [1.6613, 0.8727, -0.4333], [0.8974, -1.5416, 0.1222], [0.1643, -0.4376, 0.5865], [0.0247, 1.5157, 0.6317], [-2.2367, 0.0544, -0.6192], [1.6208, -1.1360, -0.4105], [-2.8017, -0.0539, -0.0988]], "forces_ev_per_a": [[0.08, 0.59, 0.05], [0.16, -0.09, -0.17], [0.54, -0.30, -0.37], [-0.54, -0.25, 0.38], [0.10, -0.05, -0.08], [-0.88, -0.17, 0.75], [-0.26, 0.09, 0.21], [0.81, 0.18, -0.78]]}

=====

4.
{"formula": "C21H37As3BrN4O3SY", "method": "wB97M-V/def2-TZVPD", "multiplicity": 1, "lumo_energy_ev": -0.20, "max_force_ha_per_bohr": 0.0064, "symbols": ["Y", "N", "C", "C", "O", "N", "C", "C", "O", "O", "H", "H", "H", "H", "H", "H", "C", "As", "C", "C", "C", "C", "C", "As", "C", "C", "C", "As", "C", "C", "H", "H", "H", "H", "H", "H", "H", "H", "H", "H", "H", "H", "H", "H", "H", "H", "H", "H", "H", "H", "H", "H", "H", "H", "H", "H", "H", "S", "C", "N", "Br", "C", "C", "C", "C", "N", "C", "H", "H", "H", "H"], "coordinates": [[0.6961, 1.5748, 0.8036], [0.1134, 3.7777, -0.2449], [1.0552, 4.1516, -1.3271], [1.8040, 2.9482, -1.9176], [2.1612, 3.0101, -3.0951], [2.0141, 1.9647, -1.0374], [2.7955, 0.8180, -1.4906], [2.4863, -0.3948, -0.6159], [2.5783, -1.5277, -1.0504], [2.0914, -0.0979, 0.6013], [-0.8235, 3.6791, -0.6241], [0.0445, 4.5108, 0.4529], [1.8134, 4.8151, -0.9075], [0.5624, 4.6870, -2.1379], [3.8726, 1.0215, -1.4130], [2.6208, 0.5730, -2.5370], [-1.6403, -0.9979, 3.3402], [-0.8099, -1.0235, 1.5770], [0.4656, -2.4681, 1.8330], [-2.3001, -1.9070, 0.6378], [-2.2814, -2.0147, -0.8948], [-3.5206, -2.8148, -1.3193], [-2.4530, -0.6280, -1.5584], [-0.9388, 0.6178, -1.6452], [0.0242, 0.0069, -3.2219], [-1.8957, 2.0959, -2.5007], [-0.9888, -2.6679, -1.4070], [-0.4574, -4.5751, -1.1653], [-1.5615, -5.3696, -2.5851], [-1.4977, -5.3040, 0.3393], [-2.0218, -1.9851, 3.6019], [-2.4545, -0.2745, 3.3432], [-0.9079, -0.6816, 4.0821], [-0.0259, -3.3537, 2.2327], [1.2131, -2.1148, 2.5420], [0.9852, -2.6887, 0.9014], [-3.1936, -1.3536, 0.9443], [-2.3829, -2.9035, 1.0756], [-4.4303, -2.2779, -1.0397], [-3.5530, -3.7934, -0.8454], [-3.5338, -2.9598, -2.4015], [-3.2641, -0.0891, -1.0576], [-2.7647, -0.7722, -2.5976], [-0.6935, -0.3193, -3.9750], [0.7010, -0.8069, -2.9684], [0.6072, 0.8471, -3.6015], [-2.4589, 1.7308, -3.3597], [-1.1688, 2.8296, -2.8519], [-2.5888, 2.5634, -1.8005], [-0.1204, -2.1024, -1.0501], [-0.9609, -2.5810, -2.4990], [-1.2834, -4.9250, -3.5406], [-2.6292, -5.2368, -2.4216], [-1.3393, -6.4355, -2.6320], [-1.1190, -4.9325, 1.2883], [-1.3200, -6.3802, 0.3125], [-2.5703, -5.1329, 0.2811], [-0.8406, 2.6168, 5.2789], [-0.7749, 2.4367, 3.6832], [-0.6988, 2.3256, 2.5079], [2.7429, 5.8479, 4.8749], [3.1844, 4.4987, 3.6397], [4.5043, 4.1950, 3.3567], [4.7628, 3.1893, 2.4402], [3.7010, 2.5354, 1.8431], [2.4270, 2.8346, 2.1217], [2.1706, 3.7981, 3.0107], [5.3067, 4.7313, 3.8444], [5.7766, 2.9126, 2.1888], [3.8539, 1.7424, 1.1227], [1.1327, 4.0042, 3.2354]], "forces_ev_per_a": [[0.13, -0.29, -0.07], [0.01, -0.05, -0.01], [0.02, -0.03, 0.03], [0.02, 0.03, -0.06], [0.03, -0.04, 0.06], [-0.01, 0.01, -0.04], [0.06, 0.24, -0.02], [-0.09, -0.09, 0.01], [-0.01, 0.03, 0.04], [0.01, 0.13, -0.08], [0.00, 0.02, -0.01], [0.00, 0.00, 0.00], [-0.01, 0.02, -0.01], [-0.01, -0.01, 0.00], [0.00, -0.01, 0.01], [-0.02, -0.01, 0.01], [0.00, -0.01, -0.01], [-0.03, 0.03, 0.09], [-0.01, 0.00, 0.01], [0.00, 0.02, -0.02], [0.02, 0.02, -0.01], [0.00, 0.00, 0.00], [-0.01, -0.05, 0.01], [-0.04, 0.03, 0.07], [0.04, 0.01, 0.04], [-0.01, -0.03, -0.01], [-0.01, -0.01, 0.00], [0.02, 0.02, 0.00], [0.00, 0.00, 0.00], [0.00, -0.01, 0.01], [0.00, 0.00, 0.00], [0.00, 0.00, 0.01], [0.00, 0.00, 0.00], [0.00, 0.00, 0.01], [0.01, -0.01, 0.00], [0.00, 0.00, 0.00], [0.00, -0.01, 0.00], [0.01, 0.00, 0.01], [0.00, 0.00, 0.00], [0.00, 0.00, 0.00], [0.00, 0.00, 0.00], [0.01, 0.02, 0.00], [0.00, 0.00, 0.00], [0.01, 0.00, -0.02], [-0.01, 0.00, 0.00], [-0.02, 0.00, -0.01], [0.00, 0.00, 0.00], [0.00, 0.01, 0.00], [0.00, 0.00, 0.00], [0.00, 0.00, 0.00], [0.00, 0.01, 0.00], [-0.01, 0.00, 0.00], [0.00, 0.00, 0.00], [0.00, 0.00, 0.00], [0.00, 0.00, 0.00], [-0.01, 0.00, 0.00], [0.00, 0.00, -0.01], [0.00, -0.02, -0.03], [-0.06, 0.03, -0.10], [-0.01, 0.07, 0.15], [0.00, 0.00, 0.00], [0.00, 0.01, 0.01], [0.00, 0.00, 0.00], [0.00, -0.01, 0.00], [0.00, -0.01, -0.01], [-0.01, -0.04, 0.01], [0.01, -0.02, 0.00], [0.00, 0.00, 0.00], [0.00, 0.00, 0.00], [0.00, 0.00, 0.00], [0.00, 0.00, -0.01]]}

=====

Frontier orbital gap, respectively: 0.3101; 0.3397; 0.4394; 0.2989 hartree.